# 1
Below is a cluster of 8 separate species, C20H37Br2F3N16O11 in total at a distorted geometry, with properties calculated with ωB97M-V/def2-TZVPD.

Structure (XYZ):
```
89
Properties=species:S:1:pos:R:3:forces:R:3
O -1.20633 1.84953 4.02946 1.7152 -0.2160 -0.4429
N -0.08178 2.04661 3.70097 -2.8466 0.0044 -0.8450
O 0.77403 1.98858 4.77795 1.1337 1.2358 1.5857
C 1.37165 3.31344 4.85670 -0.0863 1.0714 0.6161
N 2.80436 3.38486 4.40187 -0.3205 0.8928 -0.3406
C 2.66172 4.30102 3.21814 0.8696 0.1666 -2.1381
O 2.73902 5.54654 3.17488 -0.6010 -4.7698 0.6372
C 2.44529 3.24400 2.05028 -0.2654 -2.9474 -3.3715
C 1.86315 3.36490 0.62336 1.7131 -2.6475 1.5042
C 1.84261 2.09080 -0.29947 1.1685 0.0542 2.7847
C 2.36936 0.70546 0.12661 0.1811 2.4180 2.7515
C 2.37434 -0.62128 -0.75435 0.0010 -0.1168 1.0481
C 1.17328 -0.75688 -1.79931 -0.4225 0.0804 0.4407
C 1.35254 0.00803 -3.19059 -0.9664 -0.5494 0.2616
F 0.46847 1.14909 -3.32965 2.3989 -2.0116 0.4908
Br 0.70749 -1.28609 -4.60598 0.0531 0.7125 0.9303
C 2.85792 0.38319 -3.59958 0.8240 0.8711 -1.3002
F 3.71676 -0.77515 -3.68389 -1.9527 2.7111 1.0188
F 3.44713 1.41828 -2.83745 -1.2303 -2.9357 -1.2075
Br 2.79312 1.09119 -5.48811 0.3905 -0.0231 1.1722
C 2.93087 0.56072 1.59474 -1.1507 3.8770 -0.9462
C 2.94046 1.82505 2.47245 -0.6673 1.3524 -1.3262
C 3.41296 2.08745 3.96748 1.1804 -2.6811 0.1519
O 4.16952 1.37828 4.67632 -3.2150 3.0426 -2.5457
H 0.74909 4.02568 4.19067 0.8828 -1.1184 1.0195
H 1.29376 3.74600 5.91813 0.0174 -1.2384 -1.4390
H 1.47459 4.38208 0.26811 0.5087 -1.9098 0.3832
H 1.43271 2.25257 -1.34625 0.4841 -0.3621 1.6440
H 2.24719 -1.50334 0.00057 0.0500 1.6228 -1.3373
H 3.42521 -0.78008 -1.20314 -1.7029 0.4002 0.4324
H 0.97654 -1.87267 -2.01535 0.5794 1.8825 0.2672
H 0.18986 -0.36779 -1.32511 1.5982 -0.3762 -0.7673
H 3.31529 -0.42424 2.02250 -0.6694 1.5602 -0.7671
N -3.54974 2.35718 -0.60363 -0.3042 0.4783 0.7332
C -2.56732 1.62083 -1.17789 0.0990 0.0240 -0.6213
N -2.82379 1.22876 -2.44386 0.3948 -0.0065 -0.3480
O -1.52787 1.33385 -0.59108 0.0814 -0.1836 0.2966
H -4.40691 2.60196 -1.06568 0.0801 -0.1524 -0.0527
H -3.39674 2.66935 0.34148 -0.0059 -0.0522 -0.1984
H -2.11783 0.67843 -2.90553 -0.1311 0.0997 0.0905
H -3.67026 1.45397 -2.94016 -0.1337 -0.3223 0.0815
N -1.19695 6.39083 1.63875 0.0324 -0.2195 0.7537
C -0.97477 6.30924 0.30414 0.2688 -0.2600 -0.1569
N -1.67191 7.19992 -0.44294 -0.2508 0.3432 -0.6544
O -0.20625 5.49639 -0.18712 -0.1527 0.2211 -0.0110
H -1.82345 7.05075 2.06217 0.0690 -0.0427 -0.0619
H -0.69638 5.74499 2.22748 -0.0701 0.1517 -0.1182
H -1.53328 7.17021 -1.43999 -0.0288 0.0050 0.1953
H -2.30753 7.87525 -0.05937 0.0712 -0.0726 -0.0088
N 5.02030 -3.68033 -6.23632 0.7414 -0.4381 0.1990
C 3.80891 -3.41726 -6.78852 -0.3730 -0.1295 -0.3256
N 3.27525 -2.22215 -6.43870 -0.2416 0.2862 -0.1960
O 3.24462 -4.19727 -7.54148 0.0862 0.0180 0.0780
H 5.50011 -3.05359 -5.61606 -0.0840 -0.0265 -0.0606
H 5.45065 -4.55951 -6.47186 -0.0907 0.1816 0.0501
H 2.37685 -1.98994 -6.82797 0.2134 -0.0019 0.0832
H 3.72243 -1.56868 -5.82243 -0.0705 -0.0640 -0.0480
N -2.27026 -1.60309 -0.12591 0.0022 0.4169 0.1968
C -3.06174 -2.49572 -0.76673 -0.1449 0.4232 -0.0595
N -2.70968 -3.79499 -0.58730 -0.0574 -0.9650 -0.0813
O -4.01721 -2.16057 -1.45288 0.0122 -0.1612 -0.0475
H -1.48086 -1.86147 0.44148 0.1265 -0.0131 -0.0989
H -2.49593 -0.62617 -0.23268 0.2700 -0.0822 0.0525
H -3.27320 -4.49078 -1.04749 0.1235 0.1499 0.0921
H -1.92917 -4.09078 -0.02863 -0.0052 0.1171 -0.0493
N -7.45623 0.51173 -4.66182 -0.6387 0.4707 0.0944
C -6.17462 0.15440 -4.40110 0.2173 -0.0586 0.1164
N -5.73323 -0.92140 -5.09443 0.5310 -0.3705 -0.2256
O -5.47220 0.75599 -3.60217 -0.0953 0.2521 -0.0855
H -8.04912 0.03112 -5.31348 0.0808 0.0120 0.0714
H -7.82083 1.30784 -4.16483 0.0539 -0.1736 -0.1017
H -4.78506 -1.21801 -4.92659 -0.2016 -0.0209 0.0586
H -6.29303 -1.42948 -5.75435 0.0234 0.0581 0.0890
N -0.11454 -2.73158 3.45921 -0.7917 0.2403 0.0496
C 0.90921 -2.94106 2.59936 0.0778 -0.0358 0.2255
N 2.00122 -3.51253 3.15492 0.7765 -0.2459 -0.1993
O 0.85099 -2.63665 1.41148 -0.1874 0.0438 -0.3135
H -0.08318 -2.97493 4.43490 0.2232 -0.0814 -0.0286
H -0.94834 -2.30686 3.08679 0.1689 -0.0253 0.0834
H 2.78699 -3.68640 2.54978 -0.1782 0.0615 0.0841
H 2.06540 -3.76801 4.12633 -0.2142 0.0213 0.1023
N -0.14484 -4.81064 7.74726 -0.2217 0.5290 0.3829
C 0.55946 -5.10800 6.63001 -0.0203 -0.1049 0.0444
N 0.60132 -6.42510 6.31889 0.2508 -0.4502 -0.4422
O 1.11556 -4.25173 5.95353 -0.0267 0.1529 -0.1199
H -0.60775 -5.49642 8.31547 0.0554 0.0381 -0.0729
H -0.19865 -3.84001 8.01149 0.0130 -0.1874 -0.0111
H 1.11643 -6.68575 5.49347 -0.1121 0.0137 0.1549
H 0.15275 -7.14192 6.85966 0.0353 0.0861 -0.0265
```
Forces are in eV/Å.

Its electronic energy is -215940.317 eV. As for the SMILES: O=NOCN1C(=O)c2ccc(CC[C@](F)(Br)C(F)(F)Br)cc2C1=O.NC(N)=O.NC(N)=O.NC(N)=O.NC(N)=O.NC(N)=O.NC(N)=O.NC(N)=O. The LUMO energy is -0.17 eV. Its net charge is 0. The value obtained for the frontier orbital gap is 8.45 eV. The spin multiplicity is 1.

Calculated atomic charges, method Mulliken, unit e: number 1, O, carries -0.43; number 2, N, carries 0.42; number 3, O, carries -0.18; number 4, C, carries -0.08; number 5, N, carries -0.15; number 6, C, carries 0.04; number 7, O, carries -0.55; number 8, C, carries 0.72; number 9, C, carries -0.89; number 10, C, carries 0.16; number 11, C, carries 0.84; number 12, C, carries -0.60; number 13, C, carries -0.45; number 14, C, carries 0.36; number 15, F, carries -0.24; number 16, Br, carries -0.09; number 17, C, carries 0.47; number 18, F, carries -0.22; number 19, F, carries -0.21; number 20, Br, carries -0.12; number 21, C, carries -0.72; number 22, C, carries 0.27; number 23, C, carries 0.13; number 24, O, carries -0.56; number 25, H, carries 0.05; number 26, H, carries 0.23; number 27, H, carries 0.31; number 28, H, carries 0.19; number 29, H, carries 0.18; number 30, H, carries 0.35; number 31, H, carries 0.68; number 32, H, carries -0.14; number 33, H, carries 0.30; number 34, N, carries -0.45; number 35, C, carries 0.59; number 36, N, carries -0.09; number 37, O, carries -0.54; number 38, H, carries 0.13; number 39, H, carries 0.22; number 40, H, carries 0.08; number 41, H, carries 0.17; number 42, N, carries -0.36; number 43, C, carries 0.61; number 44, N, carries -0.44; number 45, O, carries -0.62; number 46, H, carries 0.16; number 47, H, carries 0.21; number 48, H, carries 0.24; number 49, H, carries 0.15; number 50, N, carries -0.36; number 51, C, carries 0.59; number 52, N, carries -0.18; number 53, O, carries -0.67; number 54, H, carries 0.17; number 55, H, carries 0.21; number 56, H, carries 0.17; number 57, H, carries 0.08; number 58, N, carries -0.11; number 59, C, carries 0.68; number 60, N, carries -0.36; number 61, O, carries -0.70; number 62, H, carries 0.17; number 63, H, carries -0.14; number 64, H, carries 0.22; number 65, H, carries 0.16; number 66, N, carries -0.43; number 67, C, carries 0.64; number 68, N, carries -0.38; number 69, O, carries -0.66; number 70, H, carries 0.15; number 71, H, carries 0.21; number 72, H, carries 0.23; number 73, H, carries 0.16; number 74, N, carries -0.25; number 75, C, carries 0.58; number 76, N, carries -0.35; number 77, O, carries -0.63; number 78, H, carries 0.18; number 79, H, carries 0.18; number 80, H, carries 0.18; number 81, H, carries 0.22; number 82, N, carries -0.42; number 83, C, carries 0.66; number 84, N, carries -0.38; number 85, O, carries -0.69; number 86, H, carries 0.16; number 87, H, carries 0.23; number 88, H, carries 0.21; number 89, H, carries 0.17



# 2
Below is a cluster of 3 separate species, C20H37F13O3S2 in total at a distorted geometry, with properties calculated with ωB97M-V/def2-TZVPD.

Structure (XYZ):
```
75
Properties=species:S:1:pos:R:3:forces:R:3
C -2.28245 2.20899 0.87555 0.1613 0.2902 -0.7227
C -1.61338 1.40878 -0.27311 -0.6289 1.1412 0.0616
O -1.48137 -0.00153 -0.03864 0.7669 -0.8465 0.0308
S -0.75807 -0.32710 1.37517 0.5914 1.3378 0.8542
O -1.47388 -1.39961 1.98813 -0.7795 -0.8925 -0.0198
O 0.73324 -0.99167 1.01892 -0.4947 0.1269 -0.7985
C 1.47230 -1.02168 2.25160 0.1761 0.7669 -0.1247
C 2.91371 -0.56579 2.02508 -0.1787 -0.6788 -0.0838
C 3.02871 0.75997 1.28695 -0.1184 -0.7708 1.0522
F 1.88456 1.46489 1.37976 -0.5641 0.3943 0.3350
F 3.22870 0.55233 -0.01416 0.4760 0.1155 -0.8267
C 4.11978 1.70857 1.86165 0.1348 0.1742 -1.3703
F 3.84804 2.91567 1.34628 0.0157 0.6843 -0.1065
F 4.03217 1.84337 3.17913 -0.0009 -0.5324 0.8194
C 5.56789 1.35223 1.35975 -0.7348 0.8832 -0.1938
F 5.70291 0.07075 1.06307 0.1811 -1.1730 0.6381
F 5.68461 1.97706 0.18557 0.1741 0.5944 -0.6100
C 6.72551 1.92368 2.23327 0.4974 -1.0910 -0.3539
F 6.42428 3.07963 2.73653 -1.1678 1.3524 0.8277
F 7.73551 2.15941 1.42569 1.0961 -0.4645 -0.9771
S 7.38498 0.79939 3.59815 1.1878 0.9577 1.2058
F 6.01182 0.03335 3.71918 -0.3458 -0.2435 -0.2887
F 7.96935 -0.21791 2.55930 -0.5098 -0.4222 -0.4899
F 8.77227 1.57291 3.55323 0.1380 0.0552 -0.0383
F 6.92723 1.83967 4.70191 -0.5890 -0.1173 0.1711
F 7.94169 -0.10143 4.75736 0.1216 -0.3009 0.0621
H -3.10177 2.80662 0.46991 -0.0245 -0.1033 -0.0655
H -2.71558 1.59535 1.66213 0.2500 -0.0397 0.0768
H -1.55471 2.93281 1.23866 -0.1027 -0.1949 0.5570
H -2.24507 1.52371 -1.15089 0.0389 -0.5390 -0.1140
H -0.67089 1.89286 -0.53402 0.2358 -0.4287 0.1073
H 1.00653 -0.30205 2.93528 -0.0356 -0.3675 0.2785
H 1.45903 -2.03679 2.64314 -0.1116 0.0845 0.1914
H 3.40260 -1.35705 1.45682 0.2650 0.2902 -0.2041
H 3.43153 -0.50352 2.98345 -0.1589 -0.0336 0.0736
C -3.64719 5.85900 -1.44254 -0.1245 0.1005 -0.0698
C -4.68214 5.35116 -2.44209 0.0661 -0.0298 0.1249
C -4.36780 3.95468 -2.97196 -0.1039 -0.0483 -0.0923
C -3.05984 3.82939 -3.75243 0.1148 0.0419 0.0825
C -2.93691 4.74260 -4.97146 -0.0145 -0.1405 -0.0669
C -3.98755 4.46412 -6.04146 0.0246 0.1485 -0.0042
H -2.65845 5.95285 -1.89404 0.0081 -0.0144 0.0231
H -3.93361 6.84266 -1.06720 0.0596 -0.0167 0.0498
H -3.57387 5.18082 -0.58899 0.0538 0.0108 0.0001
H -4.77752 6.06404 -3.26574 0.0057 -0.0435 -0.0294
H -5.65870 5.32169 -1.95123 -0.0060 0.0180 -0.0373
H -5.19871 3.61976 -3.59928 0.0142 -0.0235 0.0092
H -4.33110 3.25802 -2.12655 -0.0291 0.0100 0.0046
H -2.95127 2.78937 -4.07715 0.0101 0.0095 -0.0201
H -2.21704 4.02362 -3.08121 -0.0060 -0.0111 -0.0030
H -1.94601 4.59814 -5.41070 0.0067 0.0431 0.0360
H -2.98682 5.79225 -4.66945 -0.0013 -0.0105 0.0338
H -3.92382 3.43207 -6.39236 -0.0290 -0.0061 0.0230
H -3.84012 5.12009 -6.90089 -0.0297 -0.0383 -0.0192
H -4.99902 4.63635 -5.66975 -0.0006 -0.0280 -0.0090
C 0.63278 -4.60715 0.32350 -0.1221 0.0996 -0.0945
C -0.76313 -4.74155 0.92537 0.1664 -0.0104 0.1220
C -0.97599 -6.05948 1.66877 -0.0810 -0.0146 -0.0137
C -0.86122 -7.31761 0.80535 0.0861 0.0381 -0.0424
C -1.81537 -7.36959 -0.38745 -0.0480 -0.1397 0.0925
C -3.28618 -7.37383 0.01622 0.0016 0.0763 -0.1364
H 0.82941 -5.37967 -0.42206 0.0459 -0.0121 0.0254
H 0.74250 -3.63923 -0.16884 0.0417 -0.0054 0.0206
H 1.39909 -4.67796 1.10038 0.0161 -0.0560 -0.0174
H -1.51368 -4.62009 0.13951 -0.0150 -0.0090 0.0246
H -0.92041 -3.91803 1.62526 -0.0776 0.0111 -0.0531
H -1.95721 -6.03689 2.15151 0.0097 -0.0151 0.0025
H -0.24464 -6.13134 2.48100 -0.0013 0.0195 -0.0042
H -1.03755 -8.19204 1.44021 -0.0187 -0.0084 -0.0199
H 0.16501 -7.41666 0.43905 -0.0035 0.0093 0.0211
H -1.60730 -8.28129 -0.95494 0.0252 0.0373 -0.0269
H -1.62213 -6.53596 -1.06778 0.0262 0.0103 0.0241
H -3.51245 -8.22725 0.65900 0.0033 0.0242 0.0288
H -3.92438 -7.44055 -0.86666 -0.0329 -0.0151 0.0390
H -3.56147 -6.46242 0.54929 -0.0034 -0.0204 0.0180
```
Forces are in eV/Å.

Its electronic energy is -84477.607 eV. The LUMO energy is 0.33 eV. Its net charge is 0. The value obtained for the frontier orbital gap is 10.27 eV. The spin multiplicity is 1.

Calculated atomic charges, method Mulliken, unit e: number 1, C, carries -0.94; number 2, C, carries -0.01; number 3, O, carries -0.31; number 4, S, carries 0.69; number 5, O, carries -0.65; number 6, O, carries -0.25; number 7, C, carries -0.93; number 8, C, carries -0.88; number 9, C, carries 1.27; number 10, F, carries -0.41; number 11, F, carries -0.33; number 12, C, carries 0.44; number 13, F, carries -0.33; number 14, F, carries -0.29; number 15, C, carries 0.64; number 16, F, carries -0.28; number 17, F, carries -0.32; number 18, C, carries 0.58; number 19, F, carries -0.25; number 20, F, carries -0.28; number 21, S, carries 1.41; number 22, F, carries -0.31; number 23, F, carries -0.29; number 24, F, carries -0.32; number 25, F, carries -0.31; number 26, F, carries -0.30; number 27, H, carries 0.20; number 28, H, carries 0.40; number 29, H, carries 0.30; number 30, H, carries 0.14; number 31, H, carries 0.26; number 32, H, carries 0.52; number 33, H, carries 0.42; number 34, H, carries 0.41; number 35, H, carries 0.27; number 36, C, carries -0.98; number 37, C, carries -0.43; number 38, C, carries -0.61; number 39, C, carries -0.53; number 40, C, carries -0.50; number 41, C, carries -1.21; number 42, H, carries 0.28; number 43, H, carries 0.38; number 44, H, carries 0.14; number 45, H, carries 0.26; number 46, H, carries 0.36; number 47, H, carries 0.34; number 48, H, carries 0.29; number 49, H, carries 0.40; number 50, H, carries 0.26; number 51, H, carries 0.36; number 52, H, carries 0.26; number 53, H, carries 0.29; number 54, H, carries 0.38; number 55, H, carries 0.29; number 56, C, carries -1.12; number 57, C, carries 0.12; number 58, C, carries -0.85; number 59, C, carries -0.79; number 60, C, carries -0.33; number 61, C, carries -1.20; number 62, H, carries 0.39; number 63, H, carries 0.26; number 64, H, carries 0.25; number 65, H, carries 0.26; number 66, H, carries 0.04; number 67, H, carries 0.32; number 68, H, carries 0.40; number 69, H, carries 0.40; number 70, H, carries 0.30; number 71, H, carries 0.37; number 72, H, carries 0.25; number 73, H, carries 0.30; number 74, H, carries 0.37; number 75, H, carries 0.29